(1)
Computed, not measured: C8H28B3CsO4S2 as an isolated structure in a non-equilibrium geometry, with ωB97M-V/def2-TZVPD.

Each line ends with the Löwdin charge.
Geometry (Å):
Cs (0.23854, -1.06012, -0.14180)  1.0324
S (1.78180, 2.22764, 1.12485)  0.6332
S (-3.39705, -0.29322, -2.09814)  0.6509
O (1.86274, 1.32115, 0.01763)  -0.4487
O (-3.66310, 0.19391, -3.42851)  -0.3302
O (-2.18550, -1.00624, -1.83422)  -0.4188
O (0.53686, 2.37478, 1.83728)  -0.3336
C (-4.76768, -1.24959, -1.42739)  -0.2059
C (-3.49197, 1.06003, -0.92098)  -0.2339
C (3.18875, 1.84583, 2.19100)  -0.1979
C (3.87787, 3.75676, 0.74846)  -0.2226
C (-4.09732, 0.46112, 0.32997)  -0.2103
C (4.16292, 3.00626, 2.07493)  -0.2121
C (2.36656, 3.84159, 0.62746)  -0.2428
C (-5.10755, -0.66646, -0.05898)  -0.2049
B (-1.87867, -3.42144, 0.82227)  -0.5466
B (3.65842, -2.26999, 0.99193)  -0.4985
B (1.49280, -2.45406, -3.29124)  -0.5078
H (-2.91512, -4.05504, 0.64823)  -0.0810
H (2.52681, -2.12861, -3.85303)  -0.0921
H (-2.13104, -2.30538, 0.51010)  -0.1652
H (4.46136, -1.99443, 1.87669)  -0.0972
H (-5.55664, -1.06598, -2.15758)  0.0914
H (-6.12354, -0.26543, -0.03056)  0.0986
H (-4.64948, 1.18248, 0.92863)  0.1048
H (3.15712, -3.36054, 1.11447)  -0.0720
H (4.00254, 3.70509, 2.90059)  0.1073
H (1.19650, -3.55652, -3.71165)  -0.0891
H (1.71330, -2.48930, -2.11040)  -0.1337
H (4.25916, 3.13595, -0.06619)  0.1216
H (1.96423, 4.63495, 1.25851)  0.1032
H (2.79499, 1.72251, 3.19929)  0.1050
H (-1.55765, -3.66115, 1.96895)  -0.0708
H (3.57226, 0.87193, 1.87341)  0.1022
H (4.21182, -2.14275, -0.07752)  -0.0715
H (5.20433, 2.69079, 2.08212)  0.1130
H (-4.08855, 1.86716, -1.35720)  0.0983
H (2.81612, -1.40159, 1.03146)  -0.1632
H (-1.04371, -3.89247, 0.11253)  -0.0692
H (-4.49137, -2.29929, -1.37738)  0.1111
H (4.38160, 4.72096, 0.73172)  0.1066
H (0.61450, -1.65548, -3.57317)  -0.0897
H (-3.33323, -0.05356, 0.91301)  0.1072
H (-2.53079, 1.53449, -0.72573)  0.1046
H (-5.05865, -1.42616, 0.71888)  0.1114
H (2.02474, 4.01942, -0.39270)  0.1064

As for the net charge: -2. The HOMO energy is -2.083 eV. As for the lowest unoccupied orbital energy: 0.1253 Eh. The value obtained for the gap between HOMO and LUMO is 5.49 eV.



(2)
Computed, not measured: an isolated ion of composition C9H14N and charge +1 in a non-equilibrium geometry, with ωB97M-V/def2-TZVPD.

Each line ends with the natural charge from an NBO analysis.
Geometry (Å):
N (1.10862, 0.24573, 0.06696)  -0.4426
C (-0.20481, 0.89333, 0.04412)  0.1988
C (-1.82277, -1.00824, -0.60857)  -0.2347
C (1.96196, 0.98520, 1.04736)  -0.4231
C (-1.12487, 0.59644, 1.14679)  -0.5310
C (1.28404, -1.10829, 0.55914)  -0.4444
C (-0.26659, 0.43038, -2.18452)  -0.2815
C (-1.80037, -0.75463, 0.70476)  -0.1509
C (-0.60339, 1.46792, -1.11405)  -0.2212
C (-0.79500, -0.72523, -1.69715)  -0.1721
H (2.11668, 0.41685, 2.05689)  0.2520
H (1.21449, -1.19186, 1.56052)  0.2179
H (-1.38698, 2.21990, -1.24437)  0.2610
H (3.04564, 0.99605, 0.66087)  0.2533
H (-2.36883, -1.73757, -1.10352)  0.2278
H (1.53450, 1.94647, 1.11415)  0.2417
H (-2.55746, -1.14291, 1.34215)  0.2376
H (1.27374, 0.15588, -0.92467)  0.4782
H (0.26236, 0.78515, -3.07468)  0.2635
H (-0.78527, -1.73271, -2.16732)  0.2333
H (-0.86616, 0.41263, 2.18282)  0.2427
H (2.30499, -1.59321, 0.25744)  0.2568
H (-1.99711, 1.31131, 1.21660)  0.2822
H (0.47259, -1.86859, 0.15829)  0.2546

As for the net charge: +1. The HOMO energy is -13.256 eV. As for the lowest unoccupied orbital energy: -0.1308 Eh. The energy relative to the best compared isomer or geometry (same formula, charge and spin) comes out at 558.6 kJ/mol. The value obtained for the gap between HOMO and LUMO is 9.70 eV. As for the SMILES: C[NH+](C)C1=CC=CC=CC1.



(3)
Computed, not measured: C17H26N2Pt as an isolated structure in a non-equilibrium geometry, with ωB97M-V/def2-TZVPD.

Each line ends with the natural charge from an NBO analysis.
Geometry (Å):
Pt (0.21882, 0.39785, -0.17153)  1.2507
N (1.39938, -1.23210, -0.65081)  -0.5764
N (1.67058, 1.19042, -1.40046)  -0.5601
C (2.67715, 0.35561, -1.81846)  0.1372
C (2.54584, -1.00336, -1.36623)  0.1353
C (3.22900, -3.30246, -1.11189)  -0.1724
C (-0.98430, -0.33081, 1.28436)  -0.5169
C (-1.67408, -1.41858, 3.42059)  -0.6041
C (3.71954, 2.16081, -3.04239)  -0.1627
C (0.78178, -1.04475, 3.03347)  -0.6127
C (-0.78702, 2.12475, -0.09269)  -0.8028
C (1.10521, -2.50083, -0.26999)  0.1719
C (1.70327, 2.49325, -1.75871)  0.1620
C (-0.55408, -1.34535, 2.37980)  -0.2435
C (2.69629, 2.99924, -2.58651)  -0.1645
C (-5.05635, 0.71078, 0.17245)  -0.6011
C (-5.06019, 2.00701, -0.63272)  -0.6090
C (2.04722, -3.52078, -0.39445)  -0.1701
C (3.70248, 0.82800, -2.65335)  -0.0893
C (3.45836, -2.03713, -1.63849)  -0.0743
H (-1.42510, 0.53896, 1.81379)  0.2525
H (0.10736, -2.65991, 0.14684)  0.2389
H (-4.10257, 0.54579, 0.67921)  0.1573
H (3.94904, -4.10052, -1.27099)  0.2728
H (-1.46635, -2.18868, 4.16916)  0.2506
H (4.44912, 0.11306, -2.99271)  0.2481
H (1.03897, -1.88602, 3.68821)  0.2477
H (-1.74015, 2.05308, 0.44537)  0.2516
H (-5.25093, -0.15089, -0.47060)  0.2112
H (-5.95602, 2.06897, -1.25635)  0.2288
H (-5.83913, 0.73079, 0.93523)  0.2263
H (-0.99614, 2.47282, -1.11192)  0.2388
H (0.90684, 3.10194, -1.35060)  0.2369
H (4.31617, -1.79960, -2.26248)  0.2494
H (-0.15190, 2.86078, 0.42129)  0.2440
H (4.50335, 2.54646, -3.68920)  0.2720
H (-1.83370, -0.77616, 0.73401)  0.2836
H (2.64444, 4.04951, -2.85548)  0.2683
H (1.58567, -0.96046, 2.29901)  0.1930
H (0.74404, -0.12451, 3.62947)  0.2311
H (-5.06227, 2.88222, 0.02151)  0.2100
H (-4.19305, 2.08118, -1.29178)  0.1813
H (-2.63827, -1.65667, 2.95815)  0.2258
H (-1.78582, -0.45525, 3.93103)  0.2217
H (-0.47739, -2.33364, 1.90900)  0.1919
H (1.83487, -4.48483, 0.06884)  0.2692

The spin multiplicity is 5. As for the net charge: +2. The HOMO energy (spin up / spin down) is -13.166 / -16.242 eV. As for the lowest unoccupied orbital energy (spin up / spin down): -0.2565 / -0.4107 Eh. The energy relative to the best compared isomer or geometry (same formula, charge and spin) comes out at 0.0 kJ/mol. The value obtained for the gap between HOMO and LUMO (spin up / spin down) is 6.19 / 5.07 eV.



(4)
Computed, not measured: a 2-piece molecular cluster, H3N2O2P overall in a non-equilibrium geometry, with ωB97M-V/def2-TZVPD.

Each line ends with the natural charge from an NBO analysis.
Geometry (Å):
P (-1.24755, 1.01829, 0.35497)  0.6080
O (-2.34687, -1.30920, 0.61144)  -0.3622
O (-3.48714, 0.08155, -0.57662)  -0.3850
N (-2.49414, -0.27672, 0.03999)  0.3084
N (0.68496, -0.58260, 0.06554)  -0.8148
H (-1.38010, 1.28196, -1.11629)  -0.0013
H (0.78517, -0.31734, 0.94985)  0.3070
H (0.24668, -1.48967, 0.13971)  0.3401

As for the net charge: 0. The HOMO energy (spin up / spin down) is -10.508 / -10.009 eV. As for the lowest unoccupied orbital energy (spin up / spin down): -0.0647 / -0.0575 Eh. The energy relative to the best compared isomer or geometry (same formula, charge and spin) comes out at 602.7 kJ/mol. The value obtained for the gap between HOMO and LUMO (spin up / spin down) is 8.75 / 8.44 eV.